Entry from the OMol25 dataset: a structure of composition C22H42Cl2MnN5O4SSi4Te (wB97M-V/def2-TZVPD).

Each line ends with the Mulliken charge.
Atoms and positions in Å:
Mn (0.083, -0.897, -0.037)  1.620
Cl (0.357, 3.181, -6.208)  -0.261
C (0.418, 2.516, -4.598)  0.137
C (1.455, 2.898, -3.741)  -0.656
C (1.515, 2.387, -2.472)  0.772
Cl (2.816, 2.853, -1.424)  -0.198
C (0.555, 1.457, -1.962)  -0.540
O (0.638, 1.024, -0.763)  -0.757
C (-0.473, 1.093, -2.874)  1.129
C (-1.526, 0.164, -2.512)  -0.523
O (-1.617, -0.493, -1.487)  -0.515
C (-0.534, 1.632, -4.170)  -0.980
H (2.212, 3.592, -4.078)  0.453
H (-2.318, 0.059, -3.275)  0.320
H (-1.337, 1.329, -4.831)  0.393
C (-0.464, 4.510, 0.261)  -0.903
C (0.805, 4.382, 1.013)  0.759
N (1.753, 5.259, 1.066)  -0.830
N (2.721, 4.648, 1.818)  0.177
C (2.402, 3.408, 2.234)  0.185
S (3.324, 2.349, 3.127)  -0.436
N (1.138, 3.254, 1.728)  0.159
N (0.391, 2.099, 1.881)  -0.121
H (-0.485, 5.477, -0.234)  0.347
H (-1.328, 4.420, 0.919)  0.325
H (-0.529, 3.719, -0.489)  0.045
H (3.600, 5.099, 1.995)  0.167
H (0.202, 1.695, 0.966)  0.018
H (-0.461, 2.287, 2.396)  0.332
N (1.819, -0.757, 1.437)  -0.164
C (1.411, -1.582, 2.589)  -0.598
C (0.366, -0.877, 3.437)  -0.357
C (-1.026, -0.649, 2.827)  0.367
O (-1.945, -0.382, 3.590)  -0.765
O (-1.127, -0.633, 1.538)  -0.456
H (2.643, -1.158, 1.003)  0.245
H (2.069, 0.175, 1.769)  -0.087
H (2.271, -1.821, 3.224)  0.414
H (1.026, -2.531, 2.204)  0.151
H (0.749, 0.111, 3.712)  0.181
H (0.219, -1.422, 4.370)  0.436
C (-0.346, -8.122, -2.279)  -1.002
Si (0.681, -6.700, -1.575)  0.360
C (1.049, -7.061, 0.239)  -1.109
C (2.316, -6.646, -2.506)  -1.049
Si (-0.433, -4.656, -1.770)  0.155
Te (1.311, -2.899, -1.494)  -0.577
Si (-1.296, -4.499, -3.933)  0.068
C (-0.002, -5.040, -5.193)  -1.133
C (-2.829, -5.582, -4.154)  -1.009
C (-1.767, -2.715, -4.294)  -0.734
Si (-2.195, -4.626, -0.224)  0.046
C (-1.578, -4.286, 1.515)  -0.419
C (-3.018, -6.329, -0.239)  -1.083
C (-3.494, -3.349, -0.681)  -0.730
H (0.171, -9.076, -2.136)  0.395
H (-0.511, -7.989, -3.351)  0.235
H (-1.325, -8.191, -1.799)  0.290
H (1.654, -7.965, 0.342)  0.378
H (0.132, -7.197, 0.818)  0.264
H (1.601, -6.228, 0.680)  0.288
H (2.864, -7.584, -2.376)  0.351
H (2.935, -5.828, -2.136)  0.294
H (2.161, -6.485, -3.575)  0.254
H (0.223, -6.105, -5.101)  0.240
H (0.926, -4.485, -5.043)  0.312
H (-0.350, -4.856, -6.214)  0.391
H (-2.610, -6.630, -3.936)  0.258
H (-3.200, -5.521, -5.182)  0.395
H (-3.635, -5.265, -3.487)  0.262
H (-0.880, -2.084, -4.193)  0.122
H (-2.517, -2.360, -3.584)  0.102
H (-2.162, -2.606, -5.308)  0.481
H (-0.714, -4.903, 1.769)  0.221
H (-2.372, -4.477, 2.242)  0.449
H (-1.299, -3.236, 1.610)  -0.365
H (-2.332, -7.108, 0.105)  0.233
H (-3.356, -6.601, -1.243)  0.276
H (-3.889, -6.333, 0.423)  0.419
H (-3.070, -2.345, -0.721)  0.037
H (-4.295, -3.343, 0.064)  0.418
H (-3.938, -3.567, -1.657)  0.233

Atoms 1-2, force components in eV/Å:
0.14 0.12 -0.08
0.00 0.01 -0.02

Properties
Charge: -1
ΔE to the lowest compared entry with this formula, charge and spin (kJ/mol): 14.5
Frontier orbital gap (alpha / beta) (eV): 6.67 / 6.74
Multiplicity: 6



Entry from the OMol25 dataset: a structure of composition C22H42ClInN2OP2 (wB97M-V/def2-TZVPD).

Each line ends with the Mulliken charge.
Atoms and positions in Å:
In (-0.095, -0.509, -0.097)  0.921
P (-0.211, -0.320, -2.653)  0.612
P (-0.868, -0.878, 2.346)  0.495
N (-1.889, -1.780, -0.481)  -0.057
C (-1.570, -1.530, -2.945)  -0.975
H (-2.120, -1.227, -3.846)  0.375
H (-1.106, -2.505, -3.146)  0.525
C (-2.555, -1.657, -1.765)  -1.091
H (-3.266, -0.794, -1.777)  0.293
H (-3.197, -2.549, -1.953)  0.520
C (-2.860, -1.929, 0.589)  -1.079
H (-3.497, -2.826, 0.405)  0.523
H (-3.581, -1.075, 0.608)  0.298
C (-2.214, -2.092, 1.981)  -0.855
H (-1.783, -3.099, 2.069)  0.521
H (-2.991, -1.994, 2.750)  0.359
C (-1.788, 0.448, 3.259)  0.575
C (-1.090, 1.810, 3.212)  -1.374
H (-1.770, 2.564, 3.636)  0.494
H (-0.863, 2.113, 2.180)  0.196
H (-0.164, 1.818, 3.803)  0.330
C (0.452, -1.824, 3.239)  0.575
C (1.657, -0.969, 3.659)  -1.247
H (2.346, -1.594, 4.239)  0.481
H (1.372, -0.120, 4.296)  0.252
H (2.209, -0.586, 2.792)  0.237
C (1.329, -1.068, -3.343)  0.677
C (2.560, -0.165, -3.203)  -1.290
H (3.421, -0.668, -3.658)  0.496
H (2.804, 0.032, -2.151)  0.220
H (2.433, 0.797, -3.720)  0.238
C (-0.874, 1.225, -3.421)  0.543
C (-0.219, 2.485, -2.851)  -1.305
H (-0.788, 3.360, -3.198)  0.498
H (0.817, 2.596, -3.198)  0.255
H (-0.234, 2.493, -1.751)  0.187
C (-1.489, 1.419, -0.026)  -0.039
O (-2.541, 1.884, -0.131)  -0.216
C (-0.070, -2.682, 4.392)  -1.431
H (-0.457, -2.076, 5.221)  0.278
H (-0.844, -3.389, 4.066)  0.343
H (0.771, -3.273, 4.776)  0.483
C (1.173, -1.607, -4.766)  -1.443
H (2.110, -2.113, -5.035)  0.479
H (0.367, -2.348, -4.842)  0.344
H (1.003, -0.808, -5.498)  0.278
C (-0.838, 1.190, -4.949)  -1.572
H (-1.357, 2.088, -5.317)  0.466
H (0.190, 1.218, -5.337)  0.319
H (-1.360, 0.314, -5.358)  0.342
C (-2.151, 0.041, 4.688)  -1.575
H (-1.263, -0.052, 5.327)  0.333
H (-2.782, 0.837, 5.109)  0.476
H (-2.727, -0.894, 4.721)  0.338
H (-2.721, 0.536, 2.671)  0.451
H (-1.931, 1.224, -3.096)  0.460
H (0.802, -2.505, 2.441)  0.274
H (1.477, -1.929, -2.665)  0.227
H (0.753, -3.051, -0.467)  0.202
H (1.343, -2.632, -0.214)  -0.098
Cl (3.311, 3.082, 3.658)  -0.168
C (3.064, 2.868, 1.984)  -0.433
C (3.852, 3.533, 1.041)  -0.263
C (3.603, 3.285, -0.308)  -1.230
C (2.546, 2.425, -0.644)  0.047
N (1.785, 1.811, 0.255)  0.299
C (2.039, 2.009, 1.549)  -0.101
H (4.631, 4.205, 1.379)  0.471
H (4.182, 3.727, -1.108)  0.457
H (2.308, 2.208, -1.688)  0.364
H (1.415, 1.473, 2.263)  0.418

Atoms 1-2, force components in eV/Å:
-1.43 -0.40 -0.26
-0.04 -0.66 -0.15

Properties
Charge: +2
ΔE to the lowest compared entry with this formula, charge and spin (kJ/mol): 0.0
Frontier orbital gap (eV): 6.41



Entry from the OMol25 dataset: a structure of composition C22H42GaNP3S (wB97M-V/def2-TZVPD).

Each line ends with the Mulliken charge.
Atoms and positions in Å:
Ga (-0.015, -0.172, 0.656)  1.112
P (-0.740, 2.176, 2.330)  0.683
P (-2.495, -0.435, 0.230)  0.780
P (2.401, 1.336, 0.696)  0.733
H (-0.111, -2.170, -7.718)  0.394
C (0.921, -2.383, -7.420)  -0.659
C (1.248, -3.562, -6.879)  -0.529
H (0.476, -4.321, -6.705)  0.326
C (-1.249, 3.691, 1.426)  -1.214
C (-2.205, 1.969, 3.420)  -1.327
C (0.395, 2.915, 3.578)  -1.328
C (-2.634, -1.867, -0.890)  -1.253
C (-3.613, -0.797, 1.627)  -1.164
C (-3.256, 0.945, -0.677)  -1.260
C (3.538, 0.549, -0.509)  -1.296
C (3.489, 1.455, 2.163)  -1.280
C (2.345, 3.063, 0.105)  -1.196
H (1.662, -1.609, -7.628)  0.299
H (2.268, -3.813, -6.591)  0.299
H (-1.521, 4.470, 2.150)  0.431
H (-2.112, 3.475, 0.787)  0.272
H (-0.427, 4.049, 0.798)  0.299
H (-2.281, 2.847, 4.074)  0.521
H (-2.086, 1.074, 4.041)  0.359
H (-3.124, 1.877, 2.833)  0.376
H (-0.172, 3.651, 4.160)  0.537
H (1.250, 3.411, 3.111)  0.306
H (0.769, 2.140, 4.254)  0.361
H (-3.691, -2.159, -0.958)  0.530
H (-2.048, -2.716, -0.516)  0.305
H (-2.262, -1.616, -1.891)  0.290
H (-4.596, -0.362, 1.404)  0.453
H (-3.219, -0.363, 2.555)  0.213
H (-3.714, -1.885, 1.741)  0.486
H (-4.189, 0.587, -1.138)  0.507
H (-2.565, 1.299, -1.456)  0.295
H (-3.484, 1.771, 0.011)  0.359
H (4.483, 1.104, -0.489)  0.549
H (3.118, 0.566, -1.523)  0.278
H (3.721, -0.495, -0.222)  0.391
H (4.392, 1.999, 1.852)  0.506
H (3.760, 0.441, 2.488)  0.442
H (2.979, 1.991, 2.975)  0.325
H (3.362, 3.344, -0.202)  0.533
H (2.000, 3.733, 0.904)  0.320
H (1.660, 3.136, -0.751)  0.297
C (0.678, -1.271, -2.346)  0.998
C (0.539, 0.053, -2.797)  -0.171
C (0.165, 0.342, -4.104)  -0.913
C (-0.044, -0.712, -4.997)  -0.599
C (0.044, -2.030, -4.535)  -0.260
C (0.440, -2.327, -3.244)  -0.798
S (1.129, -1.688, -0.736)  -0.144
H (0.101, 1.109, -0.262)  -0.680
H (0.698, 0.849, -2.076)  0.327
H (0.018, 1.381, -4.401)  0.481
H (-0.246, -0.513, -6.049)  0.443
H (-0.106, -2.864, -5.215)  0.580
H (0.557, -3.359, -2.911)  0.476
C (0.425, -2.771, 4.766)  -0.318
C (1.097, -1.551, 4.638)  -1.199
C (0.960, -0.804, 3.467)  0.320
N (0.192, -1.241, 2.431)  0.493
C (-0.466, -2.429, 2.545)  0.208
C (-0.372, -3.204, 3.702)  -1.002
H (0.525, -3.367, 5.673)  0.455
H (1.731, -1.169, 5.437)  0.483
H (1.482, 0.152, 3.354)  0.306
H (-1.062, -2.782, 1.697)  0.379
H (-0.915, -4.146, 3.759)  0.477

Atoms 1-2, force components in eV/Å:
-1.10 0.20 0.97
-0.38 0.34 0.68

Properties
Charge: +3
ΔE to the lowest compared entry with this formula, charge and spin (kJ/mol): 358.2
Frontier orbital gap (alpha / beta) (eV): 4.32 / 4.23



The following M values (in g/mol) correspond, in order, to the records above: 838.46; 562.81; 515.30.